Entry from OMol25: C5H12O3Pt as an isolated structure in a non-equilibrium geometry (ωB97M-V/def2-TZVPD).

Each line ends with the Löwdin charge.
Cartesian coordinates (Å):
1 C 1.914 -2.858 -0.492  0.015
2 C 2.354 -1.457 -0.665  -0.192
3 O 2.962 -0.823 0.235  -0.453
4 Pt 4.185 0.344 0.195  0.976
5 H 2.106 -3.219 0.524  0.114
6 H 2.468 -3.467 -1.224  0.123
7 H 0.849 -2.943 -0.742  0.122
8 H 2.330 -1.012 -1.673  0.159
9 O 0.249 -0.373 0.089  -0.090
10 H 0.965 -0.047 0.766  0.138
11 C -3.347 1.526 1.120  -0.103
12 O -2.369 0.810 0.410  -0.180
13 C -1.224 1.569 0.122  -0.233
14 C -0.233 0.732 -0.654  -0.222
15 H -4.191 0.850 1.300  0.098
16 H -2.959 1.883 2.089  0.094
17 H -3.698 2.398 0.542  0.096
18 H -0.760 1.934 1.058  0.134
19 H -1.487 2.456 -0.485  0.139
20 H 0.606 1.374 -0.965  0.123
21 H -0.720 0.325 -1.552  0.140

Atomic forces in eV per Å
C 0.28 0.26 0.23
C -1.21 -1.51 -1.10
O -8.26 -7.81 0.89
Pt 9.26 8.64 -0.12
H -0.10 0.12 -0.24
H -0.11 0.11 0.08
H 0.18 0.09 -0.02
H -0.23 0.11 0.33
O 2.91 -0.02 1.82
H -2.55 -0.63 -1.60
C -0.38 0.38 0.28
O 0.48 -0.31 -0.32
C -0.27 0.28 0.21
C -0.25 0.63 -0.51
H 0.28 0.19 -0.08
H -0.09 -0.10 -0.22
H 0.06 -0.22 0.15
H -0.04 -0.04 -0.15
H 0.12 -0.17 0.11
H -0.22 -0.05 -0.04
H 0.15 0.03 0.30

Output
* HOMO (alpha / beta): -12.14 / -12.70 eV
* spin multiplicity: 4
* HOMO-LUMO gap (alpha / beta): 6.80 / 4.90 eV
* ΔE to the lowest compared entry with this formula, charge and spin: 5.9 kcal per mole
* LUMO (alpha / beta): -5.34 / -7.80 eV
* maximum force: 12.668 eV Å⁻¹
* total charge: +1